1.
Computed, not measured: CH3NO3 in the gas phase, with wB97M-V/def2-TZVPD.

The structure (SMILES) is O=C(O)NO. For the LUMO energy, the calculation gives 0.05 eV. The value obtained for the HOMO-LUMO gap is 10.37 eV. As for the total charge: 0.

Each line ends with the natural charge from an NBO analysis.
CARTESIAN COORDINATES (ANGSTROEM)
O 1.76 -0.98 -0.08  -0.59
C 0.71 -0.41 0.21  0.82
O 0.19 -0.45 1.46  -0.66
N -0.24 -0.13 -0.77  -0.40
O -1.19 0.76 -0.30  -0.54
H -0.67 0.00 1.36  0.49
H -0.04 -0.37 -1.74  0.41
H -0.51 1.58 -0.14  0.47

---

2.
Computed, not measured: C3H4N2O in the gas phase, with wB97M-V/def2-TZVPD.

The structure (SMILES) is On1cccn1. For the LUMO energy, the calculation gives 0.79 eV. The value obtained for the HOMO-LUMO gap is 10.15 eV. As for the total charge: 0.

Each line ends with the natural charge from an NBO analysis.
CARTESIAN COORDINATES (ANGSTROEM)
O -2.25 -0.38 -0.09  -0.53
N -0.80 -0.25 0.15  0.11
C -0.02 0.91 -0.05  -0.12
C 1.22 0.39 -0.01  -0.33
C 1.09 -1.04 -0.13  -0.06
N -0.14 -1.35 0.01  -0.23
H -2.71 0.41 0.06  0.47
H -0.30 2.00 -0.17  0.24
H 1.97 1.17 0.16  0.23
H 1.93 -1.85 0.08  0.22

---

3.
Computed, not measured: a molecular structure, C59H69MgN2P2SbSi4, with wB97M-V/def2-TZVPD.

For the LUMO energy, the calculation gives 0.48 eV. The value obtained for the HOMO-LUMO gap is 7.33 eV. As for the total charge: 0.

Each line ends with the Löwdin charge.
CARTESIAN COORDINATES (ANGSTROEM)
Mg -0.36 -0.13 0.01  0.40
C 3.21 -0.87 -1.14  -0.24
Si 2.17 0.23 0.01  0.58
C 2.59 2.00 -0.64  -0.28
C 3.61 2.76 -0.08  -0.10
C 3.97 4.00 -0.57  -0.08
C 3.31 4.52 -1.68  -0.08
C 2.29 3.79 -2.27  -0.09
C 1.92 2.55 -1.76  -0.36
P 0.59 1.57 -2.54  1.11
C 0.71 2.05 -4.30  -0.36
C 1.78 1.51 -5.02  -0.10
C 1.96 1.80 -6.36  -0.08
C 1.06 2.64 -7.01  -0.09
C -0.01 3.18 -6.31  -0.08
C -0.18 2.89 -4.96  -0.08
C -0.99 2.37 -1.97  -0.41
C -2.10 1.64 -2.68  -0.08
C -3.35 2.06 -2.64  -0.03
C -3.72 3.25 -1.82  -0.17
C -2.66 4.37 -1.76  -0.11
C -1.18 3.91 -1.85  -0.12
C 3.01 0.14 1.73  -0.32
C 4.29 -0.43 1.85  -0.10
C 4.91 -0.58 3.08  -0.08
C 4.25 -0.18 4.24  -0.08
C 2.99 0.39 4.15  -0.09
C 2.38 0.55 2.91  -0.40
P 0.75 1.37 2.79  1.10
C 0.04 1.18 4.47  -0.39
C -0.61 -0.02 4.73  -0.11
C -1.22 -0.25 5.95  -0.08
C -1.19 0.73 6.94  -0.09
C -0.54 1.93 6.69  -0.08
C 0.08 2.15 5.46  -0.09
C 1.22 3.15 2.80  -0.35
C 0.19 4.09 2.70  -0.13
C 0.46 5.44 2.70  -0.08
C 1.78 5.89 2.79  -0.08
C 2.81 4.96 2.88  -0.08
C 2.53 3.60 2.89  -0.08
H 4.22 -0.48 -1.28  0.03
H 2.73 -0.92 -2.11  0.01
H 3.29 -1.89 -0.76  0.02
H 4.15 2.36 0.78  0.09
H 4.77 4.56 -0.11  0.10
H 3.59 5.49 -2.08  0.10
H 1.79 4.19 -3.15  0.10
H 2.49 0.85 -4.51  0.10
H 2.80 1.38 -6.90  0.10
H 1.19 2.86 -8.06  0.10
H -0.71 3.82 -6.82  0.10
H -1.02 3.32 -4.43  0.09
H -1.85 0.75 -3.25  0.09
H -4.13 1.52 -3.18  0.11
H -4.70 3.63 -2.09  0.13
H -2.91 5.30 -2.27  0.14
H -0.50 4.55 -2.42  0.13
H 4.81 -0.77 0.96  0.09
H 5.89 -1.03 3.14  0.10
H 4.72 -0.31 5.21  0.10
H 2.48 0.70 5.05  0.10
H -0.67 -0.78 3.96  0.05
H -1.73 -1.19 6.14  0.11
H -1.67 0.56 7.89  0.10
H -0.51 2.70 7.45  0.10
H 0.58 3.09 5.29  0.10
H -0.83 3.74 2.63  0.09
H -0.35 6.16 2.64  0.11
H 2.00 6.95 2.78  0.10
H 3.83 5.30 2.94  0.11
H 3.34 2.89 2.98  0.10
C -4.61 -2.56 1.44  -0.31
Sb -3.02 -1.11 1.52  1.44
C -1.66 -1.83 -0.01  -0.57
C -2.21 -2.31 -1.31  -0.45
C -1.62 -1.91 -2.52  -0.07
C -2.08 -2.41 -3.72  -0.07
C -3.13 -3.32 -3.71  -0.08
C -3.65 -3.68 -2.48  -0.15
N -3.22 -3.20 -1.32  0.10
Si -0.67 -3.26 0.69  0.36
C 0.50 -3.85 -0.65  -0.16
C 0.38 -2.74 2.17  -0.17
C -1.67 -4.75 1.26  -0.19
C -4.17 0.75 0.81  -0.50
C -3.17 1.71 0.24  -0.36
C -3.62 3.07 -0.25  -0.12
C -2.61 4.25 -0.21  -0.11
C -1.14 3.83 -0.30  -0.11
C -0.97 2.32 -0.38  -0.29
N -1.92 1.40 0.22  0.05
Si -5.71 0.42 -0.26  0.48
C -5.35 -0.67 -1.75  -0.16
C -7.08 -0.40 0.74  -0.18
C -6.59 1.95 -0.96  -0.16
Si -4.71 1.49 2.50  0.43
C -6.08 2.78 2.40  -0.17
C -3.22 2.35 3.25  -0.16
C -5.30 0.20 3.73  -0.19
H -4.13 -3.52 1.57  -0.02
H -5.12 -2.57 0.48  -0.02
H -5.30 -2.39 2.26  -0.01
H -0.78 -1.22 -2.51  0.07
H -1.62 -2.10 -4.66  0.11
H -3.52 -3.75 -4.63  0.10
H -4.47 -4.39 -2.43  0.11
H 1.13 -3.03 -1.02  0.01
H -0.04 -4.26 -1.51  0.03
H 1.16 -4.63 -0.26  0.04
H 0.76 -1.71 2.12  -0.01
H 1.26 -3.39 2.22  0.04
H -0.16 -2.86 3.11  0.02
H -2.42 -5.01 0.50  0.02
H -2.19 -4.56 2.20  0.02
H -1.01 -5.61 1.41  0.03
H -4.56 3.33 0.23  0.09
H -2.85 5.07 0.46  0.14
H -0.41 4.36 0.30  0.13
H 0.02 2.04 0.00  0.04
H -5.65 -1.70 -1.55  0.02
H -4.29 -0.69 -2.01  0.02
H -5.91 -0.31 -2.61  0.04
H -6.78 -1.28 1.30  0.00
H -7.85 -0.71 0.02  0.04
H -7.56 0.30 1.43  0.03
H -6.31 2.13 -2.00  0.02
H -6.45 2.88 -0.40  0.02
H -7.66 1.74 -0.94  0.04
H -5.75 3.72 1.95  0.03
H -6.39 3.01 3.42  0.04
H -6.97 2.44 1.86  0.02
H -3.03 3.31 2.75  0.03
H -2.33 1.73 3.16  0.00
H -3.39 2.55 4.31  0.05
H -6.12 -0.41 3.36  0.02
H -5.66 0.73 4.61  0.04
H -4.49 -0.46 4.04  0.01

---

4.
Computed, not measured: a molecular structure, C13H17N5OS2Tc, with wB97M-V/def2-TZVPD.

As for the spin multiplicity: 2. For the LUMO energy (spin up / spin down), the calculation gives 0.03 / -1.03 eV. The value obtained for the HOMO-LUMO gap (spin up / spin down) is 7.72 / 7.28 eV. As for the total charge: 0.

Each line ends with the Löwdin spin population.
CARTESIAN COORDINATES (ANGSTROEM)
Tc 1.58 0.25 0.12  0.76
S 3.59 1.17 0.68  0.04
C 3.17 2.56 1.65  0.03
C 4.23 3.47 1.97  0.00
N 5.09 4.18 2.22  0.01
C 1.91 2.75 2.10  0.00
S 0.64 1.61 1.69  0.04
C 1.54 3.85 2.92  0.00
N 1.24 4.73 3.60  0.00
C 0.91 3.12 -1.77  0.00
C 0.88 1.74 -2.43  0.01
C 1.90 1.68 -3.57  0.00
C -0.52 1.40 -2.94  0.00
N 1.26 0.73 -1.46  0.06
H 0.65 3.88 -2.50  0.00
H 1.90 3.33 -1.37  0.00
H 0.20 3.16 -0.94  0.00
H 1.66 2.42 -4.33  0.00
H 1.90 0.69 -4.03  0.00
H 2.91 1.87 -3.19  0.00
H -0.82 2.12 -3.70  0.00
H -1.24 1.44 -2.12  0.00
H -0.54 0.41 -3.37  0.00
N 0.29 -1.24 0.74  0.02
C -0.40 -2.05 1.21  0.02
N -1.18 -2.95 1.73  0.00
C -2.42 -2.54 2.41  0.00
C -3.60 -2.78 1.48  0.00
O -3.62 -4.13 1.05  0.00
C -2.46 -4.46 0.31  0.00
C -1.22 -4.31 1.17  0.00
H -2.34 -1.49 2.70  0.00
H -2.52 -3.14 3.31  0.00
H -3.53 -2.11 0.62  0.00
H -4.54 -2.59 2.00  0.00
H -2.38 -3.81 -0.57  0.00
H -2.58 -5.49 -0.02  0.00
H -0.31 -4.49 0.60  0.00
H -1.25 -5.01 2.01  0.00